ORCA calculation (ωB97M-V/def2-TZVPD) on C8H12O2 in the gas phase.

Computed properties:
ΔE to the lowest compared entry with this formula, charge and spin in kcal/mol: 113.76

Atoms and positions in Å:
O  1.48812  -2.75210  0.51476
O  0.20859  -2.78188  -1.32995
C  -0.89615  -0.80603  1.40029
C  -0.16869  2.10047  -0.92985
C  -0.62033  1.58815  0.12843
C  -1.24469  2.09180  1.37413
C  0.90906  -0.66060  -0.42079
C  0.83078  -2.16061  -0.50680
C  1.16988  -0.04664  -1.74542
C  -0.56503  -0.26538  0.17091
H  1.63894  -0.36857  0.33176
H  0.60897  1.04367  -1.68748
H  1.35743  -3.71048  0.43835
H  2.20292  0.23479  -1.92437
H  -1.30313  -0.47255  -0.60128
H  -1.26746  3.18258  1.40004
H  -1.87261  -1.22740  1.58638
H  -2.26136  1.70261  1.45374
H  -0.69514  1.71304  2.23997
H  -0.19810  -0.79558  2.22750
H  0.70876  -0.57262  -2.57695
H  -0.03076  2.96335  -1.54334